# 1
70
Properties=species:S:1:pos:R:3:forces:R:3:mulliken_charge:R:1 method="wB97M-V/def2-TZVPD" de_lowest_kcal_mol=19.5 homo_lumo_gap_ev=6.497 spin_multiplicity=1 lumo_ha=-0.0464 homo_energy_ev=-7.7596 total_charge=0
Cd 0.322 1.466 3.081 1.1 -0.3 0.1 0.8532
Cl 1.430 3.579 2.874 -0.1 -0.3 0.9 -0.5642
P 0.171 2.434 -0.373 -0.4 2.7 -2.3 0.0150
P -1.799 0.303 1.433 -4.4 -1.7 -1.7 0.3594
N 0.031 1.724 -1.979 -0.3 0.1 -0.4 0.4234
N -3.271 0.464 2.428 0.5 0.2 0.3 0.3931
N -2.405 -1.191 0.601 1.0 -0.3 0.6 0.4506
N 0.253 4.336 -0.781 0.0 -0.7 1.5 0.1814
C -3.472 -1.312 -0.304 0.3 -0.7 0.3 -0.1168
C 0.725 6.483 -1.387 -0.4 -1.5 0.2 -0.5843
C -0.658 1.347 -4.117 0.2 0.5 1.4 -1.0133
C -2.368 1.354 0.015 0.3 1.0 -0.2 -0.5414
C 5.280 -3.748 -0.767 -0.1 -0.5 0.4 -0.5238
C -2.121 -2.461 1.117 -1.0 -0.2 -1.0 -0.7538
C 0.958 6.362 0.022 -0.7 -1.1 -0.5 -0.6226
C 0.236 5.238 -1.832 1.0 0.7 -0.2 -0.2249
C 3.257 -4.261 -2.196 1.0 -0.6 0.8 -0.3754
C 1.411 -3.467 -0.678 0.6 0.4 1.6 -0.5500
C 0.440 0.426 -2.350 -0.4 0.5 -0.6 -0.6064
C -4.550 0.883 2.033 0.2 0.8 1.2 -0.0703
C -0.659 2.270 -3.073 0.2 -1.2 -0.5 -0.1583
C 0.014 0.170 -3.645 0.2 0.7 0.8 -0.5081
C -3.192 0.556 3.822 -1.0 1.1 -0.3 -0.5889
C 0.564 5.073 0.361 0.9 0.5 -0.6 -0.1620
C 4.739 -2.730 -0.082 0.4 0.5 0.4 -0.5037
C 4.519 -4.814 -1.517 0.5 0.6 -1.2 -0.5729
C 2.080 -4.436 -1.294 -0.5 -0.5 -1.2 -0.5956
C -3.838 -2.652 -0.379 0.8 1.2 0.6 -0.8260
C -5.207 1.388 3.150 1.2 -0.9 -0.5 -0.7994
C -2.987 -3.378 0.521 0.4 1.1 0.3 -0.6352
C 1.883 0.031 3.546 -0.1 -0.6 0.3 -0.8819
C 2.128 -2.403 0.159 -0.6 0.8 -1.2 0.3931
C -1.607 2.687 -0.020 -0.5 -0.4 0.1 -1.4862
C 3.503 -1.904 -0.368 -1.1 0.6 1.2 -0.9479
C -4.359 1.146 4.288 0.6 -0.3 -0.9 -0.6325
H 0.926 7.353 -1.996 -0.3 -0.1 0.0 0.4065
H 3.141 -4.844 -3.128 -0.5 0.4 0.4 0.4310
H 2.822 0.595 3.494 -0.3 0.0 0.0 0.2492
H -2.225 0.821 -0.944 0.1 0.2 0.5 0.5471
H 4.258 -5.689 -0.885 0.3 0.6 -0.1 0.3253
H -3.439 1.608 0.109 0.7 -0.4 0.0 0.2052
H -1.641 3.184 0.970 -0.1 0.0 -0.5 0.6888
H 3.615 -0.945 0.194 0.3 -0.6 -0.5 0.5573
H -0.147 4.965 -2.805 0.4 0.1 0.1 0.2560
H -4.641 -3.028 -0.996 0.2 -0.1 0.1 0.4371
H 1.753 -5.474 -1.235 -0.8 0.2 -0.7 0.3421
H 3.415 -3.210 -2.433 -0.1 -0.3 -0.3 0.1699
H 1.797 -0.408 4.554 0.0 0.1 -0.5 0.3755
H 0.170 -0.748 -4.198 0.1 0.2 0.2 0.4507
H -3.855 -0.449 -0.844 0.1 -0.5 0.2 0.4378
H -2.045 3.350 -0.789 0.3 -0.2 0.5 0.5580
H -1.115 3.246 -3.027 0.1 -0.1 0.1 0.4671
H 6.372 -3.897 -0.808 -0.5 -0.2 1.1 0.3452
H 1.380 7.080 0.716 -0.3 0.0 -0.2 0.4360
H -2.303 0.224 4.336 0.0 0.0 0.1 0.5297
H 5.197 -5.184 -2.287 0.0 -0.3 -0.1 0.3682
H 5.250 -2.342 0.819 0.5 0.1 -1.1 0.3315
H -3.028 -4.437 0.711 0.1 0.0 0.0 0.4433
H -4.588 1.389 5.308 0.0 -0.1 0.1 0.4300
H 3.410 -1.593 -1.424 0.1 -0.3 0.5 0.2730
H 0.349 -3.518 -0.479 -0.1 -0.8 0.7 0.3961
H -1.074 1.507 -5.101 0.0 0.0 0.1 0.4566
H -1.316 -2.588 1.832 -0.2 0.0 -0.1 0.4824
H 2.201 -2.765 1.218 0.0 0.0 -0.9 0.3967
H 1.015 -0.194 -1.680 0.0 0.1 0.1 0.5017
H 0.566 4.605 1.329 0.0 0.2 -0.4 0.0297
H 1.909 -0.771 2.798 0.0 0.1 0.2 -0.0549
H -6.158 1.893 3.133 -0.1 -0.2 0.1 0.4327
H 1.462 -1.521 0.219 0.2 -0.1 0.1 -0.2769
H -4.883 0.823 1.007 0.1 0.0 0.3 0.3510

# 2
7
Properties=species:S:1:pos:R:3:forces:R:3:mulliken_charge:R:1 method="wB97M-V/def2-TZVPD" de_lowest_kcal_mol=9.4 homo_lumo_gap_ev=10.383 spin_multiplicity=1 lumo_ha=0.0263 homo_energy_ev=-9.6671 total_charge=0
O 3.147 0.356 0.333 0.1 -0.1 0.4 -0.1071
O 0.611 -0.177 -0.439 -5.2 -0.2 1.4 -0.4160
C -0.555 -0.210 -0.094 4.0 0.2 -1.0 0.7801
C -1.805 -0.174 0.331 1.3 2.6 -2.8 -0.9101
C 3.353 0.660 -0.725 0.1 0.1 -0.4 0.1152
H -2.499 0.468 -0.237 0.6 -0.1 0.4 0.2264
H -2.252 -0.924 0.830 -1.0 -2.5 1.9 0.3115

| no. | molar mass (u) | DFT total energy (eV) |
| --- | --- | --- |
| 1 | 625.4 | -70186.254 |
| 2 | 70.0 | -7236.496 |